Computed, not measured: 2 unconnected molecules or ions with the total composition BrH3N2, with wB97M-V/def2-TZVPD.

CARTESIAN COORDINATES (ANGSTROEM)
N: 0.608408 0.470462 -0.145217
N: -0.330916 -0.410815 -0.450552
Br: -2.035160 -0.081764 0.325238
H: 1.002820 0.967141 -0.933170
H: 0.598732 0.976756 0.733110
H: 0.156117 -1.921781 0.470593

Forces on the atoms, in the same order (eV/Å):
N 0.20 0.74 0.33
N 0.75 -2.24 0.63
Br -0.02 0.20 0.23
H -0.09 -0.15 -0.03
H -0.17 -0.09 -0.10
H -0.67 1.54 -1.05

Summary:
- E_HOMO (alpha / beta) (eV) = -9.213 / -8.813
- 2S+1 = 1
- ΔE to the lowest compared entry with this formula, charge and spin (eV) = 3.2825
- gap between HOMO and LUMO (alpha / beta) (eV) = 8.68 / 8.44



Computed, not measured: 4 unconnected molecules or ions with the total composition C10H24BClN4O7P, with wB97M-V/def2-TZVPD.

CARTESIAN COORDINATES (ANGSTROEM)
C: -3.344767 -3.033446 -2.539112
C: -2.351648 -2.171124 -2.698200
C: -1.066053 -1.187825 -2.754663
P: -0.166821 -1.219634 -1.048538
Cl: -0.273113 -3.242181 -0.403387
C: -0.990519 0.011847 0.133037
N: -2.074942 -0.557505 0.990036
C: -1.502089 -1.352987 2.159966
B: 1.679619 -0.613633 -1.251916
O: 2.599781 -0.984926 -0.187892
C: 2.185861 0.287395 -2.518159
C: 1.996794 1.899102 -2.263612
H: -4.106628 -3.761042 -2.049154
H: -0.344621 -1.633381 -3.541617
H: -1.337887 -0.105619 -3.034891
H: -1.432088 0.868813 -0.527353
H: -0.177837 0.532827 0.797039
H: -2.497008 0.277791 1.464752
H: -1.521102 -0.778098 3.152833
H: -0.411990 -1.680846 1.967444
H: -2.232014 -2.253780 2.290638
H: 2.443284 -1.954683 0.012650
H: 1.696364 -0.005315 -3.519886
H: 3.330297 0.126043 -2.649054
H: 1.479247 2.429288 -3.156510
H: 1.422150 2.093526 -1.268038
H: 3.052444 2.384224 -2.149255
C: 3.953334 4.673210 -5.212583
N: 2.729151 3.829516 -5.196331
O: 1.651324 4.404110 -5.123754
O: 2.891860 2.616726 -5.256839
H: 3.659245 5.720592 -5.153549
H: 4.557430 4.392917 -4.349451
H: 4.478915 4.472051 -6.146179
C: 2.325465 -2.565026 3.973898
N: 1.596272 -1.604697 4.843609
O: 0.428091 -1.363989 4.560942
O: 2.219729 -1.125648 5.779011
H: 1.652764 -2.908814 3.188430
H: 3.179964 -2.039040 3.547398
H: 2.645279 -3.398231 4.599763
C: -5.449511 0.053428 4.642618
N: -4.108530 0.103764 4.002714
O: -3.956883 0.889240 3.073028
O: -3.252643 -0.645186 4.452821
H: -6.104244 0.767079 4.143565
H: -5.829268 -0.962275 4.530641
H: -5.322458 0.315441 5.693093

Forces on the atoms, in the same order (eV/Å):
C 5.73 4.67 0.45
C -4.43 -3.84 1.27
C -1.44 -1.87 -0.47
P -1.92 -0.84 -0.47
Cl 0.28 2.26 -0.61
C -0.37 1.44 1.08
N 1.37 0.95 0.63
C -0.36 -0.74 0.47
B 3.49 0.18 0.62
O -2.45 -1.02 -2.55
C 0.46 0.46 -0.11
C 0.27 0.42 0.28
H 1.66 1.72 -1.55
H -1.06 0.85 1.32
H 0.37 -1.67 0.56
H 0.79 -1.68 0.81
H -0.85 -1.11 -1.37
H 0.11 -0.93 -0.84
H 0.15 -0.75 -1.81
H -1.85 0.34 0.24
H 1.72 1.35 -0.13
H 0.18 1.54 0.28
H 0.63 0.42 1.59
H -2.03 -0.02 0.29
H 0.74 -1.09 1.69
H 0.92 -0.13 -1.84
H -2.01 -0.94 -0.12
C 0.13 0.35 -0.02
N -0.41 0.01 -0.08
O 0.68 -0.70 0.03
O -0.26 0.71 0.09
H -0.06 -0.24 -0.01
H -0.03 -0.08 -0.19
H -0.02 -0.09 0.19
C 0.02 -0.19 -0.25
N -0.17 0.44 0.51
O 0.79 -0.08 0.27
O -0.60 -0.37 -0.81
H 0.01 0.09 0.21
H -0.02 -0.09 0.20
H 0.07 0.18 -0.06
C -0.36 0.18 -0.02
N 0.30 -0.12 0.05
O 0.21 -0.54 0.45
O -0.78 0.75 -0.31
H 0.22 -0.11 0.03
H 0.15 0.09 0.13
H 0.04 -0.17 -0.12

Summary:
- charge = +1
- E_HOMO (eV) = -12.391
- 2S+1 = 1
- gap between HOMO and LUMO (eV) = 7.83



Computed, not measured: C2H4N4S2 in the gas phase, with wB97M-V/def2-TZVPD.

CARTESIAN COORDINATES (ANGSTROEM)
C: 0.718599 -1.437910 -0.021332
C: 0.107060 0.771310 -0.034171
H: -2.472416 0.275167 0.804758
H: -2.675644 -0.472038 -0.890000
H: 1.578243 -2.148742 0.193635
H: 2.610780 1.792272 0.512841
N: -2.238597 0.228192 -0.199278
N: -0.871327 -0.207820 -0.062846
N: -0.540754 -1.526259 -0.137694
N: 1.144115 -0.063871 0.145118
S: 2.761032 0.374362 -0.220258
S: -0.121096 2.415337 -0.090769

Forces on the atoms, in the same order (eV/Å):
C 4.21 0.90 1.46
C -1.90 -1.49 0.27
H -1.36 -0.46 -1.15
H 0.30 1.36 2.25
H -1.85 0.40 -0.76
H 0.26 -3.11 -1.58
N 1.48 -1.79 -0.48
N -3.60 2.18 -1.37
N 0.02 0.99 0.38
N 1.82 -1.60 -0.95
S -0.09 3.17 1.82
S 0.73 -0.55 0.11

Summary:
- SMILES string = Nn1ncn(S)c1=S
- E_HOMO (eV) = -8.376
- 2S+1 = 1
- ΔE to the lowest compared entry with this formula, charge and spin (eV) = 2.9467
- gap between HOMO and LUMO (eV) = 8.70



| no. | E (eV) |
| --- | --- |
| 1 | -73066.21874 |
| 2 | -53521.19001 |
| 3 | -29766.38296 |